Entry from the Open Molecules 2025 dataset: a 2-piece molecular cluster, C3H7N3O3S overall in a non-equilibrium geometry (ωB97M-V/def2-TZVPD).

Computed properties:
Orbital gap (alpha / beta)   5.70 / 6.78 eV
Calculated total energy   -24666.26324 eV
Total charge   0
Relative energy (zero: lowest compared OMol25 entry of this formula, charge and spin)   407.7 kJ/mol

CARTESIAN COORDINATES (ANGSTROEM)
S (-2.6615, -0.0149, 0.0452)
O (-3.4566, 0.2779, -1.3960)
O (-2.6624, -1.4379, 0.3036)
O (-3.4179, 0.7876, 0.9865)
N (0.7274, -0.3680, -0.4024)
N (0.0740, -1.5618, -0.4918)
N (0.9065, 1.7445, 0.2667)
C (2.0540, -0.3238, 0.2717)
C (2.2224, 1.2070, 0.4475)
C (0.1518, 0.8446, -0.1151)
H (2.5404, 1.3296, 1.5627)
H (0.1420, -1.9947, 0.4504)
H (2.9585, 1.6091, -0.2807)
H (2.1128, -1.0971, 1.0983)
H (2.7201, -0.7258, -0.5248)
H (-3.5357, 1.2771, -1.5683)
H (-0.8756, -1.5536, -0.6537)

natural (NBO) atomic charge list, values in e, 5 entries: 2.011, -0.870, -0.876, -0.860, -0.321